{
  "formula": "C34H28BiBrN3O4SSb",
  "method": "the ωB97M-V functional and the def2-TZVPD basis",
  "symbols": ["Bi", "Sb", "Br", "S", "O", "O", "O", "O", "N", "N", "N", "C", "C", "C", "C", "C", "C", "C", "C", "C", "C", "C", "C", "C", "C", "C", "C", "C", "C", "C", "C", "C", "C", "C", "C", "C", "C", "C", "C", "C", "C", "C", "C", "C", "C", "H", "H", "H", "H", "H", "H", "H", "H", "H", "H", "H", "H", "H", "H", "H", "H", "H", "H", "H", "H", "H", "H", "H", "H", "H", "H", "H", "H"],
  "xyz": [[-1.04, -1.88, 1.28], [-0.03, 0.39, -0.40], [6.56, -0.79, 2.90], [1.32, -5.20, -1.17], [1.31, -1.31, 1.73], [-2.68, -2.95, 0.21], [-4.71, -3.86, 0.46], [0.59, -3.20, 2.65], [0.00, -2.95, -0.23], [4.60, -4.39, 3.17], [-3.73, -0.50, 0.97], [1.16, 3.37, 2.56], [-1.08, 1.82, -1.55], [-0.46, 2.89, -2.21], [-5.59, 0.82, 1.69], [-1.07, 2.67, 1.68], [3.90, -1.75, 2.64], [1.13, 1.66, 0.87], [2.54, -1.72, -4.01], [2.52, 1.56, 0.98], [5.20, -2.10, 2.89], [-2.46, 1.63, -1.66], [2.53, -0.43, -1.99], [3.23, -1.05, -3.02], [-3.24, 2.48, -2.42], [-3.95, -2.92, 0.55], [5.52, -3.43, 3.15], [3.33, -4.05, 2.93], [0.55, -3.92, -0.62], [1.14, -0.47, -1.95], [-6.38, -0.31, 1.77], [2.54, 3.29, 2.65], [-4.27, 0.68, 1.29], [-4.52, -1.58, 1.00], [0.43, 2.56, 1.69], [2.94, -2.75, 2.66], [0.43, -1.15, -2.95], [-1.27, 3.74, -2.97], [-2.64, 3.54, -3.08], [3.22, 2.38, 1.85], [1.52, -2.41, 2.34], [-5.84, -1.53, 1.42], [-1.08, -1.24, -2.97], [1.03, 3.18, -2.14], [1.15, -1.77, -3.97], [3.07, 0.84, 0.41], [1.62, 2.27, -2.25], [-1.41, 3.48, 2.32], [-1.53, -0.31, -3.31], [1.32, 3.86, -2.94], [3.61, -0.73, 2.43], [-1.53, 1.75, 2.06], [-6.41, -2.45, 1.43], [-4.31, 2.31, -2.50], [-7.41, -0.24, 2.10], [0.61, -2.30, -4.74], [0.62, 4.07, 3.19], [-5.97, 1.81, 1.93], [-1.47, 2.85, 0.68], [-1.50, -1.49, -1.99], [4.32, -1.01, -3.03], [3.08, 3.93, 3.34], [6.55, -3.71, 3.34], [3.10, 0.07, -1.23], [2.59, -4.84, 2.95], [1.30, 3.64, -1.18], [-2.93, 0.79, -1.15], [-3.23, 4.22, -3.69], [-3.62, 1.54, 1.23], [4.30, 2.29, 1.92], [-1.41, -2.03, -3.65], [-0.80, 4.56, -3.50], [3.07, -2.21, -4.82]],
  "e_homo_ev": -8.58,
  "orbital_gap_ev": 8.3
}

---

{
  "formula": "C34H28BrLuN4O2S",
  "method": "the ωB97M-V functional and the def2-TZVPD basis",
  "symbols": ["Lu", "Br", "S", "O", "O", "N", "N", "N", "N", "C", "C", "C", "C", "C", "C", "C", "C", "C", "C", "C", "C", "C", "C", "C", "C", "C", "C", "C", "C", "C", "C", "C", "C", "C", "C", "C", "C", "C", "C", "C", "C", "C", "C", "H", "H", "H", "H", "H", "H", "H", "H", "H", "H", "H", "H", "H", "H", "H", "H", "H", "H", "H", "H", "H", "H", "H", "H", "H", "H", "H", "H"],
  "xyz": [[-0.26, -0.74, -1.43], [-0.50, -1.04, -4.03], [2.44, -1.23, -1.08], [2.99, -1.20, 0.24], [1.34, -2.21, -1.32], [-0.24, 1.81, -1.67], [-2.76, -0.53, -1.44], [1.76, 0.09, -1.59], [-6.92, -0.29, -1.18], [6.02, -2.16, -2.60], [-0.42, -0.49, 0.91], [-0.56, -1.79, 1.59], [0.45, -2.28, 2.43], [-0.10, 2.26, 3.44], [-3.56, -1.05, -2.39], [5.75, -2.24, -3.96], [-4.74, 0.18, -0.28], [0.36, -3.54, 3.00], [-0.37, 0.68, 1.56], [3.27, 1.85, -0.73], [3.73, -1.65, -2.20], [1.17, 3.67, -0.99], [-1.25, 2.63, -1.78], [0.05, 4.52, -1.13], [-0.55, 1.02, 3.00], [-3.37, 0.07, -0.40], [-1.15, 4.01, -1.53], [2.44, 4.11, -0.53], [-1.33, 0.59, 5.25], [3.43, -1.72, -3.56], [-0.24, 2.67, 4.76], [0.98, 2.31, -1.30], [-1.18, 0.19, 3.94], [-5.56, -0.37, -1.26], [4.46, -2.02, -4.44], [-1.73, -3.90, 1.89], [-1.64, -2.64, 1.31], [-4.93, -1.00, -2.34], [5.01, -1.86, -1.70], [2.07, 1.40, -1.19], [-0.86, 1.83, 5.68], [3.45, 3.21, -0.40], [-0.74, -4.36, 2.74], [2.42, -1.54, -3.91], [5.18, -1.80, -0.64], [-2.59, -4.53, 1.67], [-0.98, 2.14, 6.71], [-5.16, 0.68, 0.59], [0.16, 5.58, -0.91], [4.42, 3.54, -0.03], [4.10, 1.15, -0.61], [1.15, -3.89, 3.65], [7.03, -2.34, -2.24], [-2.20, 2.19, -2.08], [1.31, -1.65, 2.62], [6.55, -2.47, -4.65], [2.58, 5.16, -0.29], [-0.80, -5.34, 3.18], [4.26, -2.08, -5.50], [-2.02, 4.64, -1.65], [-5.51, -1.44, -3.15], [-0.17, 1.58, 0.98], [0.12, 3.64, 5.07], [-1.82, -0.06, 5.96], [-2.72, 0.47, 0.36], [-7.49, -0.80, -1.82], [-1.56, -0.78, 3.63], [-2.43, -2.30, 0.66], [-3.05, -1.51, -3.23], [0.38, 2.92, 2.72], [-7.35, 0.04, -0.34]],
  "e_homo_ev": -7.23,
  "orbital_gap_ev": 7.1
}

---

{
  "formula": "C34H28ClMnN2O4P2S2",
  "method": "the ωB97M-V functional and the def2-TZVPD basis",
  "symbols": ["Mn", "Cl", "S", "S", "P", "P", "O", "O", "O", "O", "N", "N", "C", "C", "C", "C", "C", "C", "C", "C", "C", "C", "C", "C", "C", "C", "C", "C", "C", "C", "C", "C", "C", "C", "C", "C", "C", "C", "C", "C", "C", "C", "C", "C", "C", "C", "H", "H", "H", "H", "H", "H", "H", "H", "H", "H", "H", "H", "H", "H", "H", "H", "H", "H", "H", "H", "H", "H", "H", "H", "H", "H", "H", "H"],
  "xyz": [[-0.37, 0.01, 0.48], [-1.75, 4.21, 6.08], [-2.72, 1.19, 0.20], [-2.00, 2.17, -2.24], [1.73, -0.94, 0.81], [1.28, -2.67, -1.50], [-1.20, -0.63, 2.07], [0.14, 1.64, 1.18], [-2.98, -1.49, -1.19], [-2.62, 3.77, -0.19], [-0.71, -0.82, -1.10], [2.33, -1.57, -0.62], [0.75, -3.02, 2.36], [-1.87, -1.44, -1.61], [-1.51, 0.12, 3.02], [3.62, 1.04, 0.30], [-0.92, -0.48, -4.75], [-1.15, 1.48, 3.19], [2.89, 0.36, 1.28], [-1.59, 2.12, 4.38], [-2.44, 2.60, -0.71], [0.05, 3.51, 2.59], [3.20, -3.54, 3.58], [-0.39, 4.10, 3.74], [0.31, 0.10, -4.19], [0.87, -4.08, 3.24], [3.45, -2.25, -3.31], [2.02, -4.15, -3.68], [2.36, -3.02, -2.93], [4.19, -2.60, -4.43], [-1.22, 3.41, 4.64], [3.75, 1.87, 2.95], [1.85, -2.21, 2.09], [0.15, -1.37, -2.20], [2.95, 0.79, 2.60], [-2.42, 4.94, -1.03], [4.42, 2.12, 0.65], [4.48, 2.53, 1.98], [2.09, -4.34, 3.85], [-0.32, 2.18, 2.27], [0.81, -0.31, -3.02], [-1.12, -2.02, -2.83], [3.08, -2.48, 2.70], [2.75, -4.48, -4.81], [3.84, -3.71, -5.19], [-1.58, -1.46, -4.14], [0.02, -4.71, 3.45], [3.56, 0.72, -0.73], [-2.09, -0.35, 3.82], [5.11, 3.37, 2.25], [3.27, -1.96, -0.52], [2.18, -5.17, 4.54], [4.15, -3.75, 4.05], [1.73, 0.11, -2.64], [3.72, -1.37, -2.75], [0.70, 4.03, 1.90], [-1.28, -0.09, -5.69], [4.99, 2.63, -0.11], [-0.11, 5.12, 3.97], [-0.20, -2.83, 1.88], [3.80, 2.19, 3.98], [5.04, -1.99, -4.72], [0.82, 0.86, -4.75], [-1.14, -3.11, -2.82], [1.19, -4.78, -3.37], [-3.32, 5.10, -1.62], [-1.56, 4.79, -1.68], [-2.21, 1.58, 5.08], [3.94, -1.86, 2.49], [-2.26, 5.76, -0.35], [2.39, 0.28, 3.37], [2.48, -5.36, -5.39], [4.42, -3.98, -6.06], [-2.48, -1.88, -4.56]],
  "s2": 0.759,
  "multiplicity": 2,
  "e_homo_ev": [-10.77, -10.78],
  "total_charge": 1,
  "orbital_gap_ev": [7.0, 5.8]
}

---

Electronic energy? In order: -141628.7409 -160270.5651 -130965.7397 eV.
Strongest force on any atom? In order: 0.6 1.9 0.7 eV/A.